Record 1
This record from OMol25 describes one molecule with the formula C21H32N2O. The level of theory is ωB97M-V/def2-TZVPD.

Energy relative to the best compared isomer or geometry (same formula, charge and spin)   4.2 kJ/mol
Kohn-Sham gap   0.313 hartree
SMILES   CC(C)c1ccc(N[C@H]2CCCN(C(=O)CC3CCCC3)C2)cc1
Max |F|   0.52 eV Å⁻¹
HOMO   -7.75 eV
DFT total energy   -1004.19242 hartree
E_LUMO   0.76 eV

```
56
Properties=species:S:1:pos:R:3:lowdin_charge:R:1
C -6.36640 -1.69647 -0.93008 -0.068
H -6.07129 -1.45492 -1.94892 0.081
H -6.90355 -0.84539 -0.51870 0.074
H -7.04179 -2.54908 -0.95709 0.075
C -5.13403 -2.02022 -0.08246 -0.396
C -4.15607 -0.87167 -0.10391 -0.232
C -2.89448 -1.02214 -0.66106 -0.031
C -1.98484 0.01798 -0.69375 -0.029
C -2.31282 1.26272 -0.15812 -0.268
C -3.58400 1.41603 0.40151 -0.022
C -4.48422 0.37286 0.42249 -0.039
H -5.45743 0.53394 0.86217 0.111
H -3.86114 2.37456 0.81945 0.108
N -1.46895 2.35767 -0.21386 0.047
H -1.75991 3.12083 0.38161 0.130
C -0.03983 2.24627 -0.35810 -0.319
C 0.57601 3.62768 -0.58112 -0.152
C 2.09194 3.50494 -0.71996 -0.160
C 2.68057 2.78828 0.49526 -0.144
N 2.05071 1.49339 0.67056 -0.054
C 2.76034 0.36814 0.38107 -0.427
O 3.93839 0.43796 0.08962 0.062
C 1.99027 -0.94023 0.48503 -0.071
C 2.81555 -2.19977 0.20317 -0.302
C 3.37155 -2.26197 -1.22756 -0.168
H 2.65548 -2.69253 -1.92819 0.111
C 4.64396 -3.09016 -1.09030 -0.194
H 5.31057 -2.98005 -1.94455 0.106
H 4.39608 -4.14790 -0.97602 0.111
C 5.24504 -2.54423 0.20077 -0.193
H 5.68689 -1.56806 0.00408 0.104
H 6.00655 -3.19798 0.62464 0.103
C 4.03880 -2.37232 1.12942 -0.154
H 3.91052 -3.25388 1.75962 0.108
H 4.16904 -1.50975 1.77983 0.105
H 3.63410 -1.25966 -1.56248 0.107
H 2.13963 -3.05004 0.34993 0.136
H 1.57482 -1.01281 1.49390 0.130
H 1.15805 -0.90949 -0.22322 0.114
C 0.62911 1.59671 0.87720 -0.102
H 0.45024 2.23564 1.75235 0.138
H 0.17878 0.62569 1.07257 0.109
H 2.51707 3.38382 1.40044 0.129
H 3.75021 2.61956 0.36448 0.119
H 2.33256 2.93335 -1.61822 0.121
H 2.54298 4.49320 -0.81464 0.113
H 0.33785 4.26868 0.27250 0.118
H 0.14530 4.08163 -1.47486 0.118
H 0.17196 1.62480 -1.23530 0.148
H -1.02076 -0.14603 -1.14996 0.093
H -2.60970 -1.97666 -1.08194 0.112
C -5.54065 -2.37241 1.35000 -0.070
H -6.19203 -3.24387 1.35375 0.075
H -6.07245 -1.54622 1.81528 0.072
H -4.66064 -2.59494 1.94976 0.081
H -4.63988 -2.89498 -0.52046 0.129
```


Record 2
This record from OMol25 describes C13H20NO6PtTe as an isolated structure. The level of theory is ωB97M-V/def2-TZVPD.

Energy relative to the best compared isomer or geometry (same formula, charge and spin)   74.0 kJ/mol
Kohn-Sham gap   0.271 hartree
Max |F|   0.45 eV Å⁻¹
HOMO   -11.61 eV
DFT total energy   -1400.65322 hartree
Net charge   +1
E_LUMO   -4.23 eV

```
42
Properties=species:S:1:pos:R:3:lowdin_charge:R:1
Pt -1.00304 -0.05547 -0.76192 1.055
O 1.87304 -2.09714 -2.89031 0.111
C 1.41521 -1.30218 -2.10713 -0.571
O 0.11643 -1.20167 -1.91284 -0.221
C 2.40411 -0.42012 -1.31615 -0.076
C 2.23157 1.10686 -1.48050 -0.240
C 3.54403 1.80507 -1.11317 -0.084
C 3.55580 1.63453 0.42763 -0.080
C 2.20282 0.94238 0.65833 -0.264
O 1.38363 1.47571 -0.37844 -0.092
C 2.34653 -0.53135 0.24863 -0.092
C 1.26103 -1.45800 0.67790 -0.551
O 0.15104 -0.87127 1.21911 -0.389
O 1.25672 -2.65926 0.56331 0.052
H 3.37774 -0.74433 -1.67286 0.157
H 1.77584 1.41046 -2.41922 0.167
H 3.49250 2.85648 -1.38878 0.120
H 4.40716 1.36298 -1.60700 0.123
H 3.58724 2.59455 0.93780 0.119
H 4.39177 1.03511 0.78615 0.120
H 1.73861 1.11960 1.62488 0.160
H 3.27335 -0.96565 0.62590 0.173
N -4.14752 2.41811 0.01932 0.225
C -3.30431 1.50701 -0.44315 -0.490
O -2.34545 1.11731 0.27670 -0.149
C -3.46798 0.90397 -1.80590 -0.161
C -2.06229 0.57692 -2.32355 -0.251
H -3.99682 2.82578 0.92859 0.136
H -4.91807 2.74319 -0.53799 0.131
H -4.03647 1.55214 -2.47597 0.125
H -4.04119 -0.01703 -1.66623 0.131
H -1.55465 1.49321 -2.64131 0.076
H -2.06971 -0.12860 -3.15051 0.073
C -2.46756 -1.14028 2.55659 -0.303
Te -1.21936 -2.32505 1.35493 1.854
C -0.37495 -3.29473 3.02743 -0.284
H -1.85286 -0.47128 3.15403 0.046
H -3.01670 -1.82891 3.19845 0.036
H -3.14741 -0.57761 1.92525 0.005
H -1.10729 -4.03424 3.35313 0.036
H -0.19183 -2.57048 3.81780 0.042
H 0.53928 -3.78671 2.71102 0.028
```


Record 3
This record from OMol25 describes an isolated ion of composition C5H15N2 and charge +1 at a distorted geometry. The level of theory is ωB97M-V/def2-TZVPD.

Energy relative to the best compared isomer or geometry (same formula, charge and spin)   72.3 kJ/mol
Kohn-Sham gap   0.394 hartree
SMILES   CC[NH2+]CCNC
Max |F|   1.12 eV Å⁻¹
HOMO   -13.60 eV
DFT total energy   -308.76513 hartree
Net charge   +1
E_LUMO   -2.87 eV

```
22
Properties=species:S:1:pos:R:3:lowdin_charge:R:1
C -0.26886 -1.15233 0.17339 -0.110
N 0.65038 -0.00708 -0.17871 0.024
C 2.09398 -0.35379 -0.28355 -0.169
C 3.01897 0.83573 -0.01656 -0.059
C -1.59223 -0.95100 -0.55805 -0.217
N -1.96765 0.45633 -0.49839 -0.131
C -2.50016 0.87610 0.81436 -0.097
H 0.23773 -2.08356 -0.07442 0.133
H -0.40428 -1.11528 1.25948 0.137
H 0.42912 0.73657 0.49463 0.169
H 2.32700 -1.13106 0.43510 0.129
H 2.24457 -0.69145 -1.30922 0.137
H 2.59545 1.81407 -0.22127 0.081
H 3.94149 0.74876 -0.58902 0.089
H 3.32049 0.87244 1.03544 0.087
H -2.34639 -1.64106 -0.16554 0.130
H -1.43379 -1.21000 -1.60620 0.129
H -2.70258 0.59947 -1.17653 0.113
H 0.28265 0.42188 -1.04339 0.174
H -3.02480 0.06642 1.34746 0.092
H -3.19271 1.70390 0.67139 0.091
H -1.70838 1.20494 1.48960 0.070
```


Record 4
This record from OMol25 describes C2H3N3O2 as an isolated structure at a distorted geometry. The level of theory is ωB97M-V/def2-TZVPD.

Energy relative to the best compared isomer or geometry (same formula, charge and spin)   365.1 kJ/mol
Kohn-Sham gap   0.343 hartree
Max |F|   7.29 eV Å⁻¹
HOMO   -9.46 eV
DFT total energy   -392.65450 hartree
E_LUMO   -0.13 eV

```
10
Properties=species:S:1:pos:R:3:lowdin_charge:R:1
C 0.39951 -0.59567 -0.74224 -0.436
C -0.37605 0.69868 0.71569 -0.507
H 1.28243 -2.28334 -1.22858 0.275
H 0.10304 2.53050 1.23927 0.206
H 0.97256 1.42282 -0.58037 0.159
N -0.36696 -1.27160 -0.00506 0.055
N -0.83894 -0.46585 1.02387 0.108
N 0.32889 0.69546 -0.39520 0.192
O 1.19084 -1.20240 -1.87948 -0.090
O -0.73580 1.82813 1.42495 0.037
```


Record 5
This record from OMol25 describes one molecule with the formula C5H7NO. The level of theory is ωB97M-V/def2-TZVPD.

Energy relative to the best compared isomer or geometry (same formula, charge and spin)   668.2 kJ/mol
Kohn-Sham gap   0.311 hartree
Max |F|   0.92 eV Å⁻¹
HOMO   -9.10 eV
DFT total energy   -324.46996 hartree
E_LUMO   -0.62 eV

```
14
Properties=species:S:1:pos:R:3:lowdin_charge:R:1
C -1.33697 -1.19075 0.15155 -0.072
C -0.22101 -0.18069 0.42340 -0.368
C 1.01527 -0.41161 -0.47237 -0.319
C 2.24253 0.38235 -0.29921 0.161
O -0.26032 3.47073 -0.47735 0.015
C -0.62371 1.22989 0.21023 0.041
N -0.41443 2.32394 -0.13750 -0.120
H -2.18210 -1.04655 0.82989 0.082
H -0.95254 -2.20775 0.29234 0.083
H -1.70215 -1.10494 -0.87630 0.086
H 0.09174 -0.27712 1.47168 0.141
H 1.45837 -1.41235 -0.27467 0.138
H 0.72478 -0.46951 -1.53144 0.120
H 2.16055 0.89434 0.68974 0.011
```